131
Properties=species:S:1:pos:R:3:forces:R:3:mulliken_charge:R:1 method="wB97M-V/def2-TZVPD" homo_ev=-9.81 orbital_gap_ev=10.267 relative_energy_kcal_mol=44.3
C 4.46894 -0.93582 -1.68166 1.2 -0.7 0.5 -0.74
C 3.97835 0.41922 -1.31772 -1.2 -1.3 1.1 0.03
O 3.75038 0.36928 0.11688 -0.4 2.3 -0.3 0.35
O 5.82476 -1.15094 -1.37384 1.1 0.3 -0.6 -0.66
H 4.54080 -1.03396 -2.73404 -1.0 -0.3 -1.2 0.44
H 3.87570 -1.73484 -1.17045 -0.1 0.6 -0.7 0.16
H 3.08403 0.62827 -1.90036 -0.7 -0.1 0.4 0.00
H 4.60318 1.23846 -1.55713 1.2 0.6 0.0 0.54
H 3.77652 -0.51241 0.44721 -0.1 -1.4 0.0 -0.33
H 6.02678 -1.41726 -0.48660 -0.4 -0.1 1.1 0.39
C 6.48839 -0.57586 2.43952 0.9 -1.1 0.5 -0.33
C 6.52881 0.81080 1.92157 -1.2 1.1 -2.1 -0.54
O 5.29181 1.60780 2.06695 0.4 -2.0 -0.7 -0.63
O 5.90203 -1.61125 1.63680 0.0 0.9 0.1 -0.39
H 6.09490 -0.53949 3.46589 0.0 -0.4 -0.1 0.21
H 7.54127 -0.89584 2.45017 -0.1 0.2 0.5 0.37
H 6.78015 0.75407 0.83676 -0.2 0.1 0.5 0.23
H 7.33807 1.34595 2.36887 0.3 0.4 0.6 0.51
H 4.67740 1.08427 1.46887 0.4 1.1 0.5 0.30
H 4.95061 -1.63588 1.79960 -0.3 -0.1 -0.1 0.23
C 1.82387 3.29676 1.54424 -1.1 0.0 -0.1 1.24
C 2.92706 4.08980 0.85435 -2.0 -1.0 -1.5 -0.75
O 3.98118 4.20344 1.70823 1.7 -0.2 0.8 -0.62
O 1.45758 4.02532 2.72890 0.7 0.5 0.3 -0.65
H 2.21528 2.33160 1.83340 0.5 -0.5 0.3 -0.50
H 0.86037 3.01868 0.99612 1.4 1.1 0.4 -0.10
H 2.54625 5.07270 0.61913 -0.1 0.5 0.0 0.48
H 3.15913 3.60303 -0.10385 0.2 0.0 0.1 0.20
H 4.44782 3.34143 1.73108 0.1 0.4 0.3 0.55
H 2.23540 4.56166 3.01914 -0.7 -0.8 -0.4 0.35
C 0.08362 0.47487 0.17276 -1.2 -1.5 1.8 0.44
C 0.32988 -0.96012 -0.17896 0.3 -0.4 0.5 0.65
O -0.92868 -1.52407 -0.59898 0.2 1.8 1.4 -0.02
O -0.88788 0.42225 1.26544 0.7 0.3 0.1 0.82
H -0.37652 0.95605 -0.64499 -0.2 0.9 -1.1 0.41
H 0.99953 0.87054 0.50505 1.1 0.9 0.2 -0.69
H 0.75529 -1.50922 0.71687 -0.5 0.4 -1.0 -0.76
H 1.07802 -0.94489 -0.97077 -0.1 -0.5 -0.3 0.12
H -1.53225 -0.99785 0.02376 0.1 -1.1 -1.3 -0.04
H -0.85707 1.25797 1.78688 0.0 -0.1 -0.5 -0.54
C -5.36098 -0.64160 2.16430 0.0 1.0 -2.4 -0.77
C -3.93987 -0.38743 1.56574 -0.6 1.5 2.7 0.79
O -3.65623 -0.96453 0.34477 -0.4 -1.8 0.0 -0.40
O -5.56645 -2.02903 2.38122 0.0 0.5 0.5 -0.52
H -6.11882 -0.37646 1.39611 0.4 0.0 0.2 0.26
H -5.54400 0.10291 2.97556 0.2 -1.1 0.1 0.38
H -3.26312 -0.73503 2.40296 -0.1 0.3 -0.9 -0.02
H -3.83159 0.71140 1.45271 0.1 -0.6 0.1 -0.46
H -3.87255 -1.91656 0.49964 0.3 0.6 -0.7 0.28
H -5.40229 -2.17661 3.30866 0.1 -0.5 0.4 0.33
C 3.32969 -4.66464 1.86744 -2.2 0.1 -1.9 -1.13
C 3.42194 -3.35729 2.55141 -0.2 1.9 1.1 -0.30
O 3.21193 -2.13725 1.71548 0.7 -1.2 0.0 -0.45
H 3.75741 -5.43814 2.44044 0.7 -0.8 0.8 0.44
H 3.77998 -4.66554 0.87247 0.1 0.0 0.1 0.26
H 2.23371 -4.94284 1.74526 1.3 0.3 -0.1 0.00
H 4.31016 -3.25774 3.19419 0.3 0.2 -0.9 0.42
H 2.66189 -3.30175 3.29511 -1.0 0.0 0.6 0.44
H 2.55361 -1.54947 2.11926 -0.2 -0.4 0.5 0.06
C -0.91118 -4.65199 1.50582 1.3 0.3 -1.0 -0.98
C -1.09672 -4.70478 -0.05605 0.5 -1.8 1.4 -0.05
O -2.07227 -3.82091 -0.52853 0.3 0.1 -0.1 -0.60
H -1.80988 -5.02155 1.98360 -0.4 0.7 0.2 0.34
H -0.52190 -3.63312 1.83712 -0.8 -1.3 -0.1 0.06
H -0.15735 -5.42239 1.77909 -0.1 0.6 -0.2 0.35
H -1.42205 -5.77568 -0.22442 0.0 1.2 -0.3 0.40
H -0.07797 -4.65344 -0.53921 -0.9 0.5 0.2 -0.02
H -1.68618 -2.90878 -0.47236 -0.1 -0.8 -0.2 0.51
C -6.85120 -0.27769 -2.38761 -0.2 -0.9 0.1 -0.51
C -6.75105 -0.35985 -3.87320 0.4 -1.6 -1.8 -0.15
O -7.42161 0.61941 -4.61821 -1.1 1.3 0.4 -0.52
H -6.76288 0.74111 -2.08470 0.6 0.9 0.4 0.02
H -6.06064 -0.91812 -1.90674 -1.0 0.6 -0.3 0.10
H -7.88041 -0.53459 -2.12559 0.2 -0.4 0.4 0.37
H -7.19460 -1.31328 -4.27904 0.7 0.6 0.6 0.29
H -5.73149 -0.28195 -4.23869 0.6 -0.5 0.4 0.15
H -7.38914 1.43575 -4.09938 -0.1 -0.1 -0.3 0.29
C -2.02809 2.03572 4.57423 2.1 1.4 1.1 -1.21
C -2.07819 2.88963 3.30254 -0.3 -0.8 -0.5 0.20
O -0.83911 2.97368 2.59621 0.5 -0.2 0.7 -0.34
H -2.86405 2.07346 5.26724 -0.4 0.3 -0.4 0.48
H -1.11712 2.33825 5.22113 -1.3 -0.2 -1.0 0.25
H -1.83199 1.02117 4.34371 0.0 -1.2 -0.4 0.20
H -2.49780 3.88001 3.47761 0.1 0.1 0.1 0.39
H -2.67084 2.39747 2.51299 -0.4 0.3 0.8 -0.27
H -0.05871 3.30329 3.11505 -0.9 0.0 -0.3 0.10
C -2.52493 0.69472 -3.36941 -1.2 1.5 -1.5 0.10
C -1.89714 0.56872 -4.76938 -0.4 -2.2 0.4 -0.86
O -0.51507 0.12427 -4.63454 -0.4 1.0 -0.4 -0.36
H -3.56234 1.14934 -3.43824 1.0 -0.5 -0.1 0.18
H -1.91429 1.41510 -2.84018 0.2 0.0 0.4 -0.19
H -2.62606 -0.21655 -2.85798 0.1 -1.3 0.8 0.18
H -2.01166 1.56113 -5.17529 0.7 0.3 -0.7 0.47
H -2.43586 -0.17330 -5.45489 0.5 1.1 1.0 0.30
H -0.43832 -0.83790 -4.77308 -0.5 0.4 0.1 0.31
C -4.97454 2.73150 -0.86023 1.5 0.8 -2.0 -0.98
C -3.64249 3.49489 -0.71941 -0.2 -0.8 -0.5 -0.41
O -3.07189 3.22853 0.54958 0.5 1.7 0.3 -0.30
H -5.69366 3.09312 -0.17448 -0.5 0.0 1.3 0.49
H -4.81961 1.65176 -0.87663 -0.3 0.1 0.1 0.05
H -5.38166 3.11985 -1.81561 0.1 -0.8 0.0 0.40
H -3.88915 4.54377 -0.83409 0.1 0.4 0.1 0.42
H -2.84987 3.27349 -1.48249 -1.0 -0.2 0.2 0.13
H -2.63962 4.08961 0.76691 -0.1 -1.3 0.3 0.19
C 1.19215 -3.73328 -3.21559 0.2 0.0 -0.7 -0.69
C -0.27844 -3.77272 -3.65068 1.0 -0.4 -2.1 -0.20
O -0.78750 -2.43578 -3.96483 0.7 -1.9 0.2 -0.59
H 1.90010 -3.48633 -4.04817 -0.8 0.5 0.7 0.29
H 1.60393 -4.66266 -2.85718 -0.4 -0.9 0.1 0.44
H 1.27043 -3.11057 -2.34820 0.4 1.0 0.3 -0.13
H -0.91502 -4.23414 -2.89654 -0.1 -0.1 -0.1 0.23
H -0.25906 -4.34137 -4.62373 -0.7 0.4 1.0 0.31
H -0.74607 -2.06882 -3.09057 -0.4 1.1 0.7 0.22
C 2.48803 0.30077 4.64004 2.9 -1.8 1.5 -1.06
C 1.10161 0.12287 4.28710 -2.2 1.2 0.7 0.71
O 0.98661 -0.88598 3.33271 -0.5 -0.5 -1.7 -0.49
H 3.07777 0.87802 3.94225 0.1 0.2 -0.3 0.05
H 2.99051 -0.77156 4.73519 -0.8 2.2 0.0 0.14
H 2.50033 0.79544 5.62839 0.5 -0.2 -0.4 0.50
H 0.68333 1.14097 4.01346 0.1 -1.2 -0.3 -0.34
H 0.55903 -0.17338 5.20669 -0.1 0.0 -0.4 0.31
H 0.22413 -0.73954 2.73495 0.3 0.2 0.4 0.00
C 0.59203 3.35698 -4.11435 0.3 -1.7 -0.7 -0.37
C 2.02497 2.98180 -4.63830 -3.1 0.2 -0.2 -0.53
O 2.51102 1.81050 -4.10273 0.8 -1.4 0.6 -0.45
H -0.17718 2.69802 -4.61278 0.8 0.7 0.6 -0.12
H 0.38556 4.39601 -4.35774 -0.1 0.1 0.3 0.47
H 0.59381 3.11789 -3.03887 -0.2 0.5 -0.3 0.00
H 2.62780 3.77470 -4.33853 1.6 1.1 0.6 0.39
H 1.98665 3.00049 -5.71619 0.2 -0.3 -0.6 0.28
H 1.99084 1.02189 -4.32672 -0.2 0.7 -0.2 0.27

---

140
Properties=species:S:1:pos:R:3:forces:R:3:mulliken_charge:R:1 method="wB97M-V/def2-TZVPD" homo_ev=-9.50 orbital_gap_ev=9.515 relative_energy_kcal_mol=75.4
C -2.34628 -3.21792 -0.90706 1.1 -0.3 -0.2 -0.02
C -2.90908 -3.66263 -2.22260 -1.5 -0.5 0.1 -0.98
O -2.57245 -2.80302 -3.28613 0.5 0.4 -0.7 -0.31
O -3.00750 -2.11643 -0.34484 -0.5 0.5 0.5 -0.47
H -1.27061 -3.06409 -1.08133 -0.1 0.4 0.1 -0.08
H -2.36504 -4.03354 -0.18185 -0.4 0.0 0.0 0.38
H -4.01113 -3.70976 -2.20504 0.1 0.1 0.5 0.34
H -2.61848 -4.69085 -2.43625 0.6 0.2 -0.3 0.49
H -2.49337 -1.88877 -2.96326 0.1 -0.4 0.1 -0.08
H -2.76454 -1.24470 -0.69422 0.4 -0.5 -0.3 0.11
C -1.11084 -1.27984 -5.58068 -0.9 0.6 1.3 -0.05
C 0.24224 -1.24217 -4.92492 1.5 -0.2 -1.9 -0.33
O 0.23599 -1.96316 -3.67944 0.5 1.3 -0.6 0.34
O -1.43701 -2.58383 -6.01372 0.0 0.2 0.2 -0.65
H -1.26437 -0.54058 -6.36584 0.6 -0.3 -0.4 0.53
H -1.83331 -0.94970 -4.82097 0.0 -0.1 0.0 -0.54
H 0.76603 -0.27244 -4.89254 -1.0 0.3 0.8 0.49
H 0.92662 -1.68756 -5.68471 -0.3 -0.7 0.6 0.26
H 0.98808 -1.57489 -3.21100 -0.2 -0.4 0.4 -0.53
H -1.69383 -3.03615 -5.19317 -0.1 -0.2 -0.2 0.42
C 2.36333 -5.54207 -2.63523 0.5 0.4 -1.0 -0.29
C 1.38124 -4.53415 -2.11585 -1.0 0.1 0.3 0.15
O 0.21012 -4.57310 -2.93696 0.0 0.8 -0.5 -0.48
O 1.77704 -6.82864 -2.71508 0.2 0.0 0.3 -0.55
H 3.33419 -5.56338 -2.13090 -0.3 -0.1 0.5 0.26
H 2.62197 -5.19622 -3.65198 -0.2 -0.3 0.0 0.25
H 1.78635 -3.51953 -2.07134 0.3 -0.1 0.1 -0.36
H 1.00358 -4.80194 -1.11995 0.5 0.0 0.2 0.30
H 0.13905 -3.71397 -3.42421 0.1 -0.9 0.5 0.35
H 0.89787 -6.75476 -2.33049 -0.1 -0.1 -0.2 0.35
C -4.68245 -0.48477 -3.21522 -1.1 -0.2 -1.3 -0.25
C -4.17088 0.52015 -2.23371 1.1 0.2 -0.4 -0.41
O -2.74065 0.33917 -2.04855 -0.2 0.1 -0.1 0.49
O -4.16015 -0.22888 -4.55289 0.2 -0.6 1.0 -0.61
H -5.77531 -0.45904 -3.35456 0.1 0.3 0.6 0.48
H -4.47672 -1.50281 -2.87485 0.3 0.2 -0.1 -0.05
H -4.66978 0.36756 -1.27444 0.1 0.2 0.0 0.36
H -4.33515 1.54096 -2.60947 -0.3 -0.2 0.2 0.41
H -2.22952 0.90497 -2.68908 -0.7 -0.7 0.4 -0.29
H -3.93691 -1.10636 -4.89273 0.1 0.2 -0.2 0.36
C 4.95555 -2.18779 1.64104 0.6 0.9 1.5 -0.70
C 3.72708 -2.79667 1.06001 -1.3 -0.2 -0.1 0.42
O 3.89070 -3.13526 -0.29884 0.0 0.8 -0.5 -0.56
O 5.43874 -1.03907 0.92467 0.2 -1.0 -0.4 -0.52
H 5.72515 -2.94924 1.81725 0.1 0.1 -0.5 0.32
H 4.76535 -1.76800 2.63766 -0.4 -0.3 0.0 0.30
H 2.84570 -2.14601 1.19293 0.3 0.3 -0.2 -0.57
H 3.40989 -3.69606 1.59678 0.5 -0.1 0.1 0.49
H 3.75420 -2.27604 -0.77683 0.2 -0.9 0.2 0.25
H 5.97142 -1.40709 0.20437 -0.2 0.4 0.0 0.30
C 0.26962 -0.19623 0.44385 1.7 0.1 1.4 -0.12
C 0.61705 1.03358 -0.31714 -0.3 1.1 -1.2 -0.62
O 2.04557 1.31766 -0.41767 -1.5 0.2 0.2 -0.63
O 0.41449 -1.46162 -0.20442 -0.6 0.5 -0.3 2.13
H -0.67632 -0.03257 0.95895 -0.5 -0.7 -0.7 0.39
H 0.98898 -0.18111 1.28909 -0.2 0.0 -0.1 -0.10
H 0.11556 1.87398 0.16704 0.2 0.1 0.4 0.55
H 0.17213 1.11451 -1.32142 0.3 -0.7 0.0 -0.48
H 2.13093 2.03771 0.23027 0.9 -0.4 0.1 -0.23
H 1.19818 -1.44041 -0.77959 -0.1 -0.1 0.3 -0.92
C -3.55748 4.02131 0.98078 -0.1 -1.9 0.9 -0.23
C -4.64171 4.84449 1.63747 -1.3 -0.4 -1.7 -0.68
O -5.88678 4.09585 1.43730 0.8 0.0 0.4 -0.55
O -3.43703 2.69247 1.58584 0.0 0.8 0.1 -0.37
H -2.57845 4.50025 1.06812 -0.1 -0.1 -0.2 0.32
H -3.84086 3.76866 -0.04649 0.1 0.9 -0.1 0.24
H -4.71273 5.72781 0.98628 0.1 0.3 0.7 0.42
H -4.55188 5.06772 2.69809 0.4 0.0 -0.1 0.28
H -6.57126 4.68217 1.11332 0.0 0.1 0.0 0.29
H -4.32632 2.30527 1.54615 0.3 0.2 0.0 0.25
C -1.02760 3.13368 -3.17615 0.2 0.7 0.4 -0.07
C -2.17827 3.69841 -2.38709 -2.0 -0.4 0.4 0.39
O -3.20808 4.31810 -3.17686 0.6 0.3 -0.2 -0.59
O -1.44967 1.94574 -3.85961 0.2 0.3 0.2 -0.47
H -0.24641 2.93480 -2.44093 0.1 -0.6 -0.3 -0.23
H -0.60324 3.82072 -3.90989 -0.1 0.3 0.1 0.32
H -2.01824 4.35512 -1.53287 0.8 0.4 -0.5 0.50
H -2.70046 2.86427 -1.89324 0.6 -0.3 0.0 -0.44
H -3.33428 3.79498 -3.97520 -0.2 0.1 0.0 0.36
H -2.16004 2.22658 -4.45307 0.2 -0.5 -0.2 0.27
C 3.61355 -0.19641 -2.69408 0.6 1.8 1.0 -0.64
C 3.81186 -1.12024 -3.85171 -1.1 -0.9 0.9 0.26
O 4.17315 -0.34018 -4.95409 0.2 -0.2 -0.4 -0.57
O 3.13009 -0.83701 -1.52079 -1.1 0.1 -0.1 0.52
H 2.95344 0.63114 -2.99085 -0.3 -0.3 -0.1 0.06
H 4.52817 0.33554 -2.39256 0.2 -0.3 -0.4 0.64
H 2.83430 -1.60903 -3.98745 0.1 0.0 -0.4 -0.36
H 4.47247 -1.95109 -3.57576 0.5 0.3 -0.3 0.34
H 3.99898 -0.85702 -5.74843 0.1 0.1 0.0 0.35
H 2.74830 -0.11817 -0.93630 0.9 -0.4 -0.4 -0.09
C 3.26393 5.39274 -0.54793 0.0 1.1 -0.6 -0.67
C 4.51289 4.66554 -0.13068 0.3 -1.7 -1.0 -0.12
O 5.27992 4.25096 -1.32074 -0.4 0.8 0.7 -0.56
O 2.23182 4.48304 -0.94571 0.2 0.2 0.0 -0.36
H 3.50178 6.07367 -1.38051 0.2 -0.4 -0.1 0.35
H 2.87205 6.12167 0.16692 -0.2 -0.7 0.5 0.37
H 4.23931 3.69914 0.31550 -0.2 0.5 0.6 0.10
H 5.16969 5.20275 0.54572 0.1 0.2 -0.2 0.36
H 4.71212 3.63293 -1.79383 0.2 -0.1 0.0 0.31
H 2.50052 4.15402 -1.81108 -0.2 -0.1 0.1 0.25
C 1.45735 3.03480 3.01655 -0.8 0.4 0.3 -0.04
C 1.80827 4.47909 2.87692 1.3 1.2 -1.0 -0.05
O 3.01633 4.77767 3.62211 -0.9 -0.2 0.0 -0.57
O 2.33253 2.19202 2.31334 0.3 -0.1 -0.1 -0.24
H 0.45266 2.93837 2.59081 -0.1 -0.2 0.0 0.09
H 1.36991 2.79076 4.07894 0.2 -0.2 0.0 0.22
H 0.96918 5.16234 3.08491 0.1 -0.4 0.6 0.41
H 2.04493 4.70575 1.81965 -0.2 -0.4 0.1 -0.28
H 3.25357 5.69252 3.44316 0.0 0.0 0.0 0.31
H 2.86871 1.68338 2.94273 -0.2 -0.1 -0.1 0.18
C -0.57988 -3.74348 2.57216 0.7 0.0 -2.1 0.02
C -1.10114 -4.01322 3.90815 -0.9 0.8 2.2 -0.33
O -0.94819 -5.39160 4.19362 0.3 -0.1 -0.4 -0.55
O -0.56724 -2.35299 2.26519 0.0 0.1 0.0 0.55
H -1.21226 -4.26660 1.84517 0.1 -0.1 0.0 0.13
H 0.44286 -4.12405 2.45565 -0.1 -0.2 0.2 0.18
H -2.14392 -3.66776 3.98957 0.0 -0.3 -0.3 0.20
H -0.60056 -3.36968 4.65572 0.3 -0.3 -0.1 0.10
H -1.49868 -5.66456 4.92694 -0.2 0.2 0.1 0.33
H -0.22513 -2.27625 1.35050 -0.2 -0.1 0.5 -0.62
C 1.26391 -0.02198 4.76997 0.7 0.4 -0.9 0.70
C 0.94892 0.25444 6.20455 -2.0 -0.8 0.8 -0.78
O 0.36749 1.53660 6.43421 1.1 0.7 -0.5 -0.51
O 2.65288 0.24120 4.41891 -0.3 -0.1 0.3 -0.47
H 0.69701 0.59136 4.06214 -0.3 0.0 0.4 -0.14
H 1.00386 -1.06080 4.54679 0.4 0.0 0.0 -0.30
H 1.79236 -0.05199 6.84131 0.1 0.6 0.0 0.46
H 0.11730 -0.41247 6.48710 0.5 -0.5 -0.1 0.42
H 0.04853 1.60905 7.33697 0.1 -0.2 0.1 0.30
H 3.11326 0.53278 5.21340 0.0 -0.1 0.0 0.28
C -3.41770 0.07610 4.51298 -0.4 2.7 0.2 -0.17
C -2.77859 0.11032 5.89001 0.3 -0.5 -0.8 0.30
O -3.17229 -1.09243 6.54854 0.4 0.3 0.4 -0.59
O -2.98176 -1.05272 3.82684 -0.3 -0.7 -0.2 -0.39
H -3.21843 1.00812 3.95850 0.6 -0.2 0.0 0.11
H -4.50411 0.19683 4.61232 -0.1 -1.1 0.0 0.25
H -2.99389 0.98038 6.51140 -0.6 -0.2 0.0 0.43
H -1.69661 0.20634 5.69888 -0.1 -0.5 0.3 -0.39
H -3.12405 -1.79942 5.88811 0.1 0.2 0.1 0.34
H -2.33322 -0.81587 3.15677 0.1 -0.2 0.0 0.07